1.
One molecule with the formula C22H18ClN5O3S2 at a distorted geometry, computed with ωB97M-V with the def2-TZVPD basis set.

The SMILES is Cc1nn(-c2ccccc2)c(Cl)c1/C=N/NC(=O)c1ccc(NS(=O)(=O)c2cccs2)cc1. The total energy is -70890.7869 eV. The maximum force comes out at 1.26 eV Å⁻¹. For the HOMO energy, the calculation gives -8.373 eV.

```
! wB97M-V def2-TZVPD RIJCOSX def2/J DEFGRID3
* xyz 0 1
C 4.3465 -1.9022 0.3819
C 4.0019 -0.8478 -0.4643
C 3.6889 2.8693 1.5434
O 3.6392 1.8265 -2.1736
C 3.3302 2.2771 0.3713
C -4.5148 2.2012 -0.8145
N -4.2814 -0.4239 0.0975
H -1.5742 4.5496 -0.0072
H -4.9754 -3.4853 -0.2419
H -1.3040 2.1308 0.2722
C -3.2972 1.6771 -0.3910
H -5.6073 3.9717 -1.2861
C -2.1226 -0.5340 -0.3932
C -4.6630 3.5676 -0.9544
H 3.7977 -3.8343 1.1183
H -5.8680 -2.2965 0.7239
C 2.0173 -2.0393 -1.1148
H -4.5723 -3.2549 1.4618
N 0.1657 -4.1838 -0.1900
N 4.8396 0.2548 -0.5714
H 4.7003 3.1589 1.7602
H 1.1306 -2.1069 -1.7229
H -3.7190 5.4830 -0.7915
C -3.9255 -1.6856 0.1811
H -5.3278 1.5239 -1.0209
O 2.0059 -5.4108 0.0851
H 2.6537 3.5241 3.3679
N -3.1932 0.2839 -0.2447
H -2.3324 -3.9746 0.0197
S 4.3936 1.8162 -0.9628
C -2.5437 -1.8325 -0.1226
C -4.8947 -2.7467 0.5543
C -2.2399 2.5262 -0.0861
S 1.6523 1.9429 0.2866
O 5.6002 2.5739 -0.8622
H 5.6869 0.2280 -0.0274
C -3.6036 4.4161 -0.6752
H 0.4417 2.6387 2.2859
H 5.2621 -1.8493 0.9534
C 2.8334 -0.9302 -1.2186
C -2.3987 3.8922 -0.2385
C 1.5298 -4.3095 -0.1126
H 2.5909 -0.1294 -1.8984
C 2.5845 3.0664 2.3980
C 2.3456 -3.0821 -0.2539
Cl -0.6017 -0.0204 -0.9479
N -0.5044 -3.0253 -0.2256
C 1.4224 2.6142 1.8530
H -0.3538 -5.0594 -0.0648
C -1.7736 -3.0400 -0.1117
C 3.5314 -3.0094 0.4750
*
```



2.
A 4-piece molecular cluster, C27H40Cl6NO5 overall at a distorted geometry, computed with ωB97M-V with the def2-TZVPD basis set.

The total energy is -115512.8968 eV. The maximum force comes out at 1.24 eV Å⁻¹. For the HOMO energy, the calculation gives -5.408 eV.

```
! wB97M-V def2-TZVPD RIJCOSX def2/J DEFGRID3
* xyz -1 1
H 4.8659 0.1153 1.0432
Cl -8.5560 -2.5310 -4.2670
H 2.6763 -2.4845 -1.5014
H -6.5732 -3.4963 -3.4453
C 6.4904 3.8138 0.7920
H -0.3479 0.3344 6.7489
O -3.2721 -1.9413 -3.1008
C -3.0707 -3.2138 -2.5650
Cl -12.5981 -4.2748 -0.7411
H -0.2857 -0.3790 -0.8580
H 3.0563 4.4268 0.6946
H -13.5747 -2.7909 -3.0245
O -3.8109 -4.1142 -2.8135
H 3.1005 -1.1602 0.3084
H 7.0805 1.0693 0.0600
H 1.7993 -0.0171 -0.1249
C -6.3439 -3.4863 -5.5648
C 5.5997 4.9304 0.2210
H 5.2625 5.8383 2.1933
C 5.1083 0.2444 -0.0150
Cl -7.2162 -3.9653 -7.0520
H 6.8336 4.1292 1.7798
C -1.8228 -3.1887 -1.7444
C -1.3510 -1.9373 -1.8085
C 2.0523 4.2353 3.4472
H 0.1800 -2.0166 -0.3389
C -0.1016 -1.4052 -1.1927
H 6.0123 2.0129 1.9078
H 6.2490 5.6519 -0.2822
O 0.0589 -4.3916 -1.0018
H 5.5764 -0.6565 -0.4182
C 4.2049 3.7731 3.5589
H -7.5829 -4.6839 -4.2707
H 3.9815 0.6853 -1.8146
H 2.2296 -1.2674 6.3424
H 5.2495 3.7246 3.3032
H 3.4220 1.4918 -0.3552
C -13.0953 -3.7032 -3.3697
C -7.1810 -3.6761 -4.3301
C 0.4036 -0.3826 7.0695
C 3.7941 0.5386 -0.7480
H 3.1053 -1.1239 -2.4986
C 1.4208 -0.6332 5.9871
H 0.8459 -0.5659 -2.9731
H -12.6635 -3.5184 -4.3518
C -2.2606 -1.1178 -2.6491
C 4.7405 5.6894 1.2450
H 0.8674 -2.3034 -2.8455
H -11.2048 -3.4183 -2.4239
C 5.7317 2.4698 0.9572
Cl -14.3632 -4.9415 -3.5825
N 3.2521 4.3691 2.7989
H -6.0306 -2.4523 -5.6789
H 4.1582 2.7064 5.4670
Cl 1.1497 0.2405 8.5681
H -5.4544 -4.1093 -5.5011
H 5.9984 1.9014 -1.1238
H 0.9409 -1.1274 5.1436
Cl 2.1319 0.8844 5.3674
H 1.5215 3.2426 5.3385
O -1.9863 -5.1441 -0.4730
C 6.0728 1.4474 -0.1318
C 2.6934 -0.5232 -0.4803
H 4.6627 2.6864 0.9509
C 3.3583 5.0688 1.5271
H -11.6051 -5.1134 -2.7082
C -12.0131 -4.1477 -2.4219
C -1.1866 -4.3560 -0.9995
H -0.0959 -1.3143 7.3289
C 2.2423 3.5192 4.5945
H 7.3150 3.6502 0.0964
H 4.9379 4.5083 -0.5433
C 3.6437 3.2408 4.6884
C 2.4299 -1.4408 -1.6959
H 4.5578 6.6940 0.8566
O -2.1797 0.0426 -2.9412
H 2.6312 5.8809 1.5742
C 1.0063 -1.3850 -2.2671
H 1.1250 4.6419 3.0784
*
```



3.
C3H6ClCrO3 as an isolated structure at a distorted geometry, computed with ωB97M-V with the def2-TZVPD basis set.

The total energy is -50284.8976 eV. The expectation value of S² is 6.084. The maximum force comes out at 2.56 eV Å⁻¹. For the HOMO energy (alpha / beta), the calculation gives -12.909 / -12.910 eV.

```
! wB97M-V def2-TZVPD RIJCOSX def2/J DEFGRID3
* xyz 1 5
C -0.6591 0.0823 0.6949
O -0.4240 0.9607 1.6398
H -0.1307 -0.5872 3.0590
H 0.0844 -0.6094 -1.5935
C -0.7916 0.0488 -1.5993
H -0.6378 0.7054 -2.4560
Cl 2.4127 -0.2072 -3.4350
O -0.9199 0.7956 -0.4289
O -0.6556 -1.1064 0.7284
H -1.6231 -0.6092 -1.8608
Cr 3.7133 -1.7223 -4.6542
H 0.7766 0.8283 3.2755
C -0.2247 0.4945 2.9583
H -0.9206 0.9260 3.6717
*
```